(1)
Here is a molecular structure, C31H31N4NiOS2Te from the Open Molecules 2025 dataset. Energies are from wB97M-V/def2-TZVPD.

Geometry as XYZ:
```
71
Properties=species:S:1:pos:R:3:mulliken_charge:R:1
Ni 0.86 0.01 -0.02 -0.9759
C 2.98 -4.22 2.02 -0.8333
S 4.05 -3.13 1.07 -0.0350
C 2.97 -1.86 0.59 0.3550
S 1.26 -1.96 0.83 -0.1216
N 3.59 -0.85 0.03 -1.3481
N 2.70 0.08 -0.41 1.0667
C 3.10 1.10 -1.06 -0.2462
C 2.03 2.01 -1.51 0.6109
C 2.26 3.16 -2.23 -0.8789
C 1.16 3.92 -2.62 -0.2636
C -0.11 3.49 -2.30 -0.9288
C -0.25 2.32 -1.56 0.0783
N 0.79 1.60 -1.17 0.0259
H 3.62 -5.04 2.35 0.3845
H 2.17 -4.62 1.41 0.2887
H 2.57 -3.71 2.89 0.2816
H 4.15 1.26 -1.29 0.4236
H 3.27 3.46 -2.47 0.4201
H 1.31 4.83 -3.19 0.4311
H -0.99 4.05 -2.59 0.4260
H -1.23 1.94 -1.27 0.5686
C -9.65 -1.99 0.65 -1.5319
C -8.16 -1.83 0.51 0.7495
C -7.29 -2.88 0.75 -0.9607
C -5.91 -2.74 0.63 1.0223
C -5.06 -3.95 0.93 -1.7737
C -5.38 -1.49 0.27 -0.2867
Te -3.25 -1.26 0.05 0.6644
N -0.95 -0.04 0.38 -0.5727
C -1.58 0.92 0.96 0.5667
O -2.88 0.93 1.07 -0.6025
C -0.92 2.15 1.55 0.6689
C -1.63 3.34 1.60 -0.3431
C -1.02 4.51 2.04 -0.6070
C 0.30 4.49 2.45 -0.5031
C 1.01 3.30 2.43 -0.7672
C 0.40 2.14 1.98 -0.1373
C -2.82 -1.93 2.00 0.8455
C -1.77 -2.84 2.05 -0.9173
C -1.36 -3.39 3.25 -0.9753
C -2.01 -3.02 4.42 -0.5785
C -3.06 -2.12 4.36 -0.7258
C -3.49 -1.55 3.17 0.9005
C -4.64 -0.58 3.20 -1.2938
C -6.24 -0.42 0.00 1.2717
C -5.77 0.95 -0.41 -1.3955
C -7.61 -0.61 0.13 -0.9315
H -9.91 -3.02 0.90 0.3581
H -10.16 -1.73 -0.28 0.3580
H -10.04 -1.34 1.43 0.3213
H -7.69 -3.85 1.04 0.3259
H -5.62 -4.86 0.75 0.5405
H -4.72 -3.95 1.97 0.2410
H -4.16 -3.98 0.30 0.2851
H -2.67 3.34 1.29 0.4213
H -1.59 5.43 2.06 0.4074
H 0.78 5.40 2.80 0.3988
H 2.04 3.27 2.77 0.4427
H 0.95 1.20 2.00 0.5294
H -1.27 -3.13 1.14 0.8447
H -0.53 -4.08 3.28 0.4115
H -1.71 -3.44 5.37 0.3997
H -3.57 -1.83 5.28 0.4008
H -4.79 -0.23 4.22 0.4889
H -5.57 -1.05 2.87 0.1873
H -4.45 0.28 2.56 0.0369
H -4.71 1.11 -0.26 -0.1080
H -6.30 1.71 0.17 0.3790
H -6.01 1.13 -1.46 0.4024
H -8.28 0.23 -0.07 0.4118
```

Summary:
- Total charge: 0
- Multiplicity: 2
- Relative energy (zero: lowest compared OMol25 entry of this formula, charge and spin): 0.0 kcal per mole
- Frontier orbital gap (spin up / spin down): 0.2088 / 0.2467 Ha


(2)
Here is a molecular structure, C31H32BHgN6O2S4 from the Open Molecules 2025 dataset. Energies are from wB97M-V/def2-TZVPD.

Geometry as XYZ:
```
77
Properties=species:S:1:pos:R:3:mulliken_charge:R:1
Hg 0.37 -1.50 -0.26 2.5151
S 1.58 4.86 1.16 -0.4909
C 1.54 5.24 -0.53 -0.0164
C 2.42 6.23 -1.05 -0.5980
C 2.45 6.58 -2.38 -0.3941
C 1.58 5.98 -3.29 -0.6832
C 0.71 5.01 -2.82 -0.2778
C 0.69 4.63 -1.48 -0.0116
S -0.40 3.29 -1.04 -0.0641
C 0.52 1.95 -1.86 0.6149
C 1.88 1.72 -1.26 0.0224
C 2.98 2.37 -1.80 -0.6768
C 4.21 2.20 -1.20 -0.7349
C 4.30 1.37 -0.09 -1.0097
C 3.15 0.75 0.38 0.7025
C 3.29 -0.06 1.65 -1.1677
S 2.01 -1.27 2.13 -0.0612
C 2.93 -2.77 1.98 -0.0734
C 3.38 -3.39 3.14 -0.3892
C 4.09 -4.58 3.09 -0.6310
C 4.33 -5.15 1.85 -0.4030
C 3.86 -4.56 0.69 -0.6376
C 3.14 -3.35 0.72 0.3656
S 2.55 -2.66 -0.77 -0.5267
N 1.97 0.91 -0.19 0.5409
H 3.09 6.70 -0.34 0.3691
H 3.14 7.34 -2.71 0.3226
H 1.59 6.26 -4.34 0.3547
H 0.02 4.52 -3.50 0.3918
H 0.62 2.21 -2.91 0.6901
H -0.09 1.05 -1.78 -1.1960
H 2.85 3.02 -2.65 0.4363
H 5.09 2.71 -1.58 0.3967
H 5.24 1.22 0.41 0.4450
H 3.34 0.66 2.48 0.4585
H 4.24 -0.59 1.63 0.5611
H 3.17 -2.92 4.10 0.3672
H 4.43 -5.05 4.00 0.3431
H 4.88 -6.09 1.78 0.3374
H 4.03 -5.03 -0.27 0.3632
N -0.80 1.68 3.38 0.1637
C -0.34 1.51 2.13 -0.4540
N -0.56 0.27 1.76 0.5978
C -1.18 -0.30 2.84 -0.1412
N -1.34 0.54 3.86 -1.0631
C -1.58 -1.71 2.83 0.0853
C -2.40 -2.22 3.81 -0.1701
N -2.82 -3.49 3.89 -0.8987
C -2.34 -4.26 2.86 -0.3712
C -1.52 -3.78 1.88 -0.8485
N -1.08 -2.50 1.80 0.2966
H -0.77 2.51 3.94 0.2208
H 0.14 2.30 1.56 0.2360
H -2.75 -1.53 4.58 0.4300
H -2.64 -5.31 2.84 0.3573
H -1.18 -4.45 1.09 0.3537
C -4.32 -1.34 0.14 -1.9397
C -3.75 -0.52 -1.01 1.5420
C -4.54 0.76 -1.21 -1.9810
O -2.40 -0.17 -0.64 -0.2816
B -1.56 -1.15 -1.11 -0.4092
O -2.21 -1.94 -2.05 -0.8982
C -3.51 -1.35 -2.30 1.9077
C -3.36 -0.48 -3.55 -1.8967
C -4.51 -2.46 -2.54 -1.9347
H -4.24 -0.76 1.05 0.5217
H -3.74 -2.26 0.29 0.3140
H -5.37 -1.60 -0.03 0.3601
H -4.65 1.26 -0.25 0.4847
H -5.54 0.53 -1.60 0.3209
H -4.04 1.44 -1.89 0.3314
H -2.65 0.33 -3.37 0.2157
H -4.32 -0.05 -3.85 0.3248
H -2.99 -1.10 -4.37 0.5154
H -4.51 -3.17 -1.72 0.3648
H -4.26 -2.99 -3.46 0.4724
H -5.52 -2.05 -2.65 0.3164
```

Summary:
- Total charge: -2
- Multiplicity: 2
- Relative energy (zero: lowest compared OMol25 entry of this formula, charge and spin): 9.1 kcal per mole
- Frontier orbital gap (spin up / spin down): 0.1398 / 0.2208 Ha


(3)
Here is a molecular structure, C31H32BN8RuSe from the Open Molecules 2025 dataset. Energies are from wB97M-V/def2-TZVPD.

Geometry as XYZ:
```
74
Properties=species:S:1:pos:R:3:mulliken_charge:R:1
Ru 0.14 -0.77 0.23 -1.1948
C -1.71 0.43 -2.93 -1.3767
C -0.70 1.24 -2.18 0.7089
C 0.04 2.31 -2.68 -1.6553
C 0.77 2.79 -1.61 0.9464
C 1.75 3.91 -1.55 -1.4072
N 0.48 2.03 -0.54 1.1054
N -0.44 1.07 -0.87 -0.0012
B 0.79 2.30 0.93 -0.7895
N -0.42 1.93 1.79 0.3036
N -0.97 0.68 1.79 0.5174
C -1.96 0.71 2.68 0.4537
C -2.88 -0.41 2.99 -1.1007
C -2.05 1.99 3.26 -1.4402
C -1.06 2.73 2.66 0.9762
C -0.69 4.16 2.90 -1.4197
N 1.95 1.39 1.36 1.1689
N 1.78 0.06 1.28 0.6398
C 2.88 -0.51 1.77 0.2589
C 3.12 -1.99 1.75 -1.5377
C 3.75 0.48 2.21 -1.5316
C 3.13 1.68 1.94 1.0104
C 3.60 3.08 2.20 -1.2990
H -2.38 1.10 -3.48 0.4908
H -2.31 -0.17 -2.26 0.1755
H -1.22 -0.23 -3.66 0.2123
H 0.03 2.70 -3.68 0.5341
H 1.84 4.37 -2.54 0.4308
H 2.74 3.55 -1.25 0.1699
H 1.45 4.67 -0.84 0.2641
H 1.10 3.45 1.10 -0.1352
H -2.55 -1.35 2.57 -0.2432
H -3.88 -0.19 2.59 0.1794
H -2.98 -0.54 4.06 0.4350
H -2.76 2.31 4.01 0.4828
H -1.37 4.59 3.63 0.3684
H -0.75 4.75 1.98 0.2727
H 0.33 4.25 3.29 0.2104
H 2.46 -2.49 1.05 0.1685
H 2.96 -2.43 2.74 0.3025
H 4.15 -2.18 1.45 0.3458
H 4.72 0.34 2.67 0.4828
H 4.61 3.06 2.59 0.3859
H 2.96 3.59 2.92 0.2057
H 3.59 3.67 1.28 0.1992
C 3.46 -0.53 -2.60 -0.8948
C 3.03 -1.40 -3.59 -0.9991
C 1.81 -2.04 -3.45 -0.8949
C 1.04 -1.81 -2.32 0.3070
C 1.47 -0.96 -1.31 0.9428
C 2.69 -0.31 -1.47 0.1363
C -0.29 -2.40 -2.13 1.4565
C -0.78 -3.49 -2.90 -1.4064
C -2.01 -4.00 -2.65 -1.2258
C -2.83 -3.39 -1.68 0.9563
C -4.14 -3.84 -1.39 -0.8479
C -4.90 -3.19 -0.47 -0.8714
C -4.39 -2.05 0.18 -0.6499
C -3.13 -1.60 -0.07 0.1416
C -2.30 -2.29 -0.98 -0.7264
N -1.01 -1.85 -1.19 1.5283
H 4.41 -0.01 -2.70 0.5040
H 3.64 -1.56 -4.48 0.3765
H 1.45 -2.69 -4.24 0.3786
H 3.06 0.38 -0.72 0.1076
H -0.14 -3.94 -3.65 0.4364
H -2.38 -4.86 -3.20 0.4281
H -4.53 -4.70 -1.92 0.4162
H -5.89 -3.55 -0.25 0.3939
H -5.00 -1.52 0.90 0.3727
H -2.74 -0.71 0.40 0.7147
Se -0.08 -2.90 1.69 0.0366
C -1.37 -3.31 2.91 0.2112
N -2.19 -3.57 3.68 -0.6032
```

Summary:
- Total charge: 0
- Multiplicity: 2
- Relative energy (zero: lowest compared OMol25 entry of this formula, charge and spin): 16.5 kcal per mole
- Frontier orbital gap (spin up / spin down): 0.2700 / 0.2468 Ha


(4)
Here is a molecular structure, C31H32BrHfIN4O2S4Se from the Open Molecules 2025 dataset. Energies are from wB97M-V/def2-TZVPD.

Geometry as XYZ:
```
77
Properties=species:S:1:pos:R:3:mulliken_charge:R:1
Hf -1.57 -0.24 0.51 -1.1251
C -2.39 0.65 4.05 -0.0376
C -1.79 2.00 3.71 -1.2083
S -1.68 2.34 1.94 0.3373
C -3.21 3.21 1.59 -0.4509
C -4.47 2.35 1.65 -0.8109
S -4.30 0.89 0.61 0.3499
C -5.51 -0.19 1.39 -0.7665
C -5.25 -1.63 1.00 -0.9961
S -3.60 -2.22 1.41 0.1068
C -3.64 -2.27 3.21 -0.8415
C -2.23 -2.13 3.77 -0.8933
S -1.36 -0.63 3.29 0.1663
H -3.41 0.56 3.68 -0.3183
H -2.39 0.48 5.13 0.6134
H -0.77 2.07 4.09 0.4789
H -2.38 2.80 4.17 0.5399
H -3.08 3.63 0.59 -0.1226
H -3.29 4.04 2.29 0.5721
H -5.32 2.93 1.29 0.5694
H -4.68 2.04 2.67 0.4478
H -6.50 0.11 1.04 0.5120
H -5.48 -0.05 2.47 0.3913
H -5.34 -1.77 -0.08 0.4599
H -5.97 -2.29 1.48 0.5356
H -4.06 -3.23 3.53 0.5655
H -4.29 -1.48 3.59 0.4447
H -1.59 -2.95 3.42 0.4123
H -2.24 -2.17 4.86 0.5860
C 4.78 -0.23 -5.93 -0.7928
O 5.87 -0.55 -5.08 -0.4203
C 5.63 -1.27 -3.97 0.8103
C 4.36 -1.73 -3.59 -0.4839
C 4.22 -2.42 -2.39 -0.2751
C 5.32 -2.68 -1.60 -0.0361
C 6.59 -2.31 -2.04 -0.3033
C 6.75 -1.59 -3.20 -0.6822
N 5.30 -3.41 -0.36 -0.4616
N 4.40 -3.30 0.48 -0.4396
C 3.38 -2.28 0.40 -0.2353
C 3.66 -0.94 0.37 -0.4465
C 2.61 0.01 0.46 -0.9625
C 1.32 -0.39 0.58 0.9429
O 0.25 0.45 0.64 0.1574
C 1.01 -1.77 0.61 1.0286
N -0.32 -2.12 0.66 0.1871
C -0.62 -3.42 0.69 0.0135
C 0.35 -4.42 0.72 -1.3490
C 1.68 -4.08 0.66 -0.5554
C 2.04 -2.72 0.57 0.0319
H 5.18 0.41 -6.70 0.2466
H 4.01 0.32 -5.37 0.3112
H 4.35 -1.12 -6.38 0.3364
H 3.50 -1.57 -4.22 0.4615
H 3.24 -2.81 -2.13 0.4311
H 7.45 -2.59 -1.44 0.4479
H 7.72 -1.27 -3.54 0.4573
H 4.68 -0.61 0.27 0.4688
H 2.84 1.07 0.43 0.5464
H -1.67 -3.68 0.67 0.6472
H 0.04 -5.45 0.77 0.4958
H 2.46 -4.83 0.69 0.5958
Br -3.42 4.91 -2.43 -0.0938
C -1.63 5.01 -1.84 -0.0292
C -1.04 6.27 -1.74 -0.4441
C 0.26 6.40 -1.29 -0.5729
C 0.99 5.28 -0.90 -0.7111
C 0.42 4.02 -1.00 -0.2082
C -0.88 3.90 -1.47 0.1692
I -1.66 2.00 -1.70 0.5372
H -1.62 7.14 -2.02 0.4162
H 0.70 7.39 -1.23 0.4021
H 2.00 5.39 -0.54 0.4190
H 0.98 3.15 -0.71 0.4691
Se -1.32 -1.98 -3.74 -0.0252
C -1.96 -1.43 -2.25 0.3641
N -2.39 -1.02 -1.20 -0.3848
```

Summary:
- Total charge: +2
- Relative energy (zero: lowest compared OMol25 entry of this formula, charge and spin): 7.6 kcal per mole
- Frontier orbital gap: 0.2174 Ha


(5)
Here is a molecular structure, C31H32F4N7SY from the Open Molecules 2025 dataset. Energies are from wB97M-V/def2-TZVPD.

Geometry as XYZ:
```
76
Properties=species:S:1:pos:R:3:mulliken_charge:R:1
Y -0.78 -0.09 -0.03 -0.3039
C 3.49 2.33 0.50 -2.1839
C 2.53 1.33 -0.07 0.8697
N 1.86 0.52 0.64 0.5475
N 2.08 0.53 1.98 -0.6303
C 1.47 -0.41 2.75 0.2622
N 1.59 -0.19 4.07 -0.4182
S 0.70 -1.75 2.11 -0.4610
C 2.22 1.29 -1.53 0.6928
C 3.17 1.65 -2.47 -1.1094
C 2.82 1.66 -3.81 -0.8600
C 1.52 1.34 -4.17 -0.9697
C 0.64 0.98 -3.17 -0.8496
N 0.99 0.92 -1.88 1.5069
H 4.30 1.83 1.04 0.3666
H 2.96 2.99 1.18 0.4063
H 3.92 2.96 -0.27 0.5617
H 2.45 1.37 2.41 0.3527
H 1.73 0.75 4.41 0.2252
H 1.06 -0.81 4.66 0.2987
H 4.17 1.91 -2.17 0.5407
H 3.54 1.93 -4.57 0.4589
H 1.19 1.38 -5.20 0.5031
H -0.40 0.73 -3.39 0.2954
C 0.55 -4.93 -1.36 -1.5487
C 0.35 -3.60 -0.64 -0.8506
N 0.25 -2.41 -1.51 1.2740
C 1.45 -2.27 -2.35 -0.9868
C 2.74 -2.14 -1.55 -1.3489
C -0.93 -2.46 -2.38 -1.2213
C -2.23 -2.72 -1.65 -1.2716
N -2.30 -1.97 -0.41 0.6452
C -3.41 -2.14 0.36 -0.4096
C -3.42 -1.53 1.62 0.1569
F -2.29 -0.85 1.95 0.3295
C -4.45 -1.58 2.52 -0.2655
F -4.31 -0.94 3.69 -0.2970
C -5.61 -2.28 2.23 -0.6689
C -5.63 -2.91 1.00 0.1253
F -6.72 -3.61 0.65 -0.3209
C -4.59 -2.86 0.10 0.5530
F -4.76 -3.52 -1.07 -0.3346
H 0.50 -5.74 -0.62 0.4582
H 1.52 -5.00 -1.85 0.3054
H -0.22 -5.12 -2.11 0.2777
H 1.18 -3.43 0.05 0.4825
H -0.55 -3.64 -0.04 0.3862
H 1.31 -1.38 -2.97 0.5068
H 1.52 -3.11 -3.05 0.6050
H 2.58 -1.48 -0.69 0.0517
H 3.53 -1.73 -2.18 0.4182
H 3.08 -3.10 -1.17 0.3842
H -0.81 -3.23 -3.15 0.5344
H -0.98 -1.50 -2.91 0.2855
H -2.33 -3.80 -1.47 0.5634
H -3.03 -2.45 -2.34 0.6188
H -6.44 -2.34 2.92 0.5058
C 0.89 5.66 0.64 -0.6590
C 0.64 4.71 -0.38 -0.7801
C 0.13 3.48 -0.06 -0.3677
C -0.15 3.10 1.28 0.4601
C -0.61 1.77 1.59 0.4591
C -0.92 1.56 2.92 -0.1341
C -0.77 2.54 3.94 -1.2259
C -0.26 3.77 3.63 -0.9040
C 0.07 4.08 2.29 1.0310
C 0.59 5.35 1.94 -0.8953
H 1.29 6.64 0.38 0.3980
H 0.84 4.96 -1.42 0.4656
H -0.11 2.79 -0.85 0.6102
H -1.28 0.59 3.25 0.3997
H -1.06 2.30 4.95 0.4270
H -0.13 4.53 4.40 0.3871
H 0.75 6.09 2.72 0.3965
N -2.59 1.64 -2.36 -0.7905
C -2.08 1.04 -1.51 0.6761
```

Summary:
- Total charge: 0
- Relative energy (zero: lowest compared OMol25 entry of this formula, charge and spin): 16.0 kcal per mole
- Frontier orbital gap: 0.2287 Ha


(6)
Here is a molecular structure, C31H32FeN6O2 from the Open Molecules 2025 dataset. Energies are from wB97M-V/def2-TZVPD.

Geometry as XYZ:
```
72
Properties=species:S:1:pos:R:3:mulliken_charge:R:1
Fe -0.10 -0.42 -0.25 0.3135
C -2.64 0.86 -1.31 -1.0599
C -3.42 0.11 -0.26 -1.3996
C -3.08 -1.36 -0.11 0.8429
C -4.05 -2.20 0.42 -0.9480
C -3.82 -3.55 0.51 -0.5595
C -2.61 -4.04 0.04 -0.9891
C -1.69 -3.15 -0.45 -0.3437
N -1.89 -1.82 -0.50 0.4538
N -1.25 1.22 -0.95 1.2541
C -1.19 2.26 0.09 -1.7754
C 0.21 2.32 0.64 0.8863
C 0.72 3.46 1.23 -1.0288
C 2.02 3.45 1.71 -0.4931
C 2.78 2.30 1.57 -0.9759
C 2.20 1.20 0.96 -0.3928
N 0.95 1.20 0.51 0.5605
C -0.61 1.78 -2.16 -1.1842
C 0.29 0.83 -2.87 0.6617
C 0.67 1.05 -4.19 -1.2137
C 1.78 0.40 -4.69 -0.4216
C 2.51 -0.41 -3.83 -1.1114
C 2.03 -0.62 -2.55 -0.3234
N 0.90 -0.07 -2.09 0.6397
H -2.57 0.24 -2.21 0.5606
H -3.18 1.77 -1.59 0.4586
H -3.40 0.61 0.71 0.4761
H -4.47 0.15 -0.57 0.6240
H -5.00 -1.77 0.73 0.4878
H -4.57 -4.22 0.92 0.4588
H -2.39 -5.10 0.05 0.4774
H -0.74 -3.51 -0.82 0.6285
H -1.50 3.23 -0.30 0.5321
H -1.89 2.02 0.89 0.6562
H 0.11 4.35 1.30 0.5540
H 2.44 4.33 2.17 0.4616
H 3.80 2.25 1.92 0.4933
H 2.75 0.28 0.82 0.4744
H -1.36 2.22 -2.82 0.4988
H 0.05 2.60 -1.85 0.3547
H 0.11 1.76 -4.79 0.5009
H 2.09 0.55 -5.71 0.4511
H 3.43 -0.87 -4.15 0.4604
H 2.59 -1.24 -1.86 0.8878
O 0.71 -1.54 6.48 -0.5044
C -0.35 -0.69 6.10 -0.5434
C -0.45 -0.70 4.60 -0.0334
C -1.43 0.02 3.94 -1.6456
C -1.46 0.01 2.56 -0.0646
N -0.59 -0.67 1.79 0.7440
C 0.31 -1.42 2.45 0.5655
C 0.43 -1.44 3.82 -0.8465
C 1.12 -2.31 1.59 0.6278
C 1.79 -3.41 2.09 -0.8487
C 2.37 -4.32 1.22 0.1562
C 3.07 -5.55 1.74 -0.8668
O 3.40 -5.45 3.11 -0.5098
C 2.21 -4.09 -0.14 -1.5101
C 1.54 -2.96 -0.56 -1.0489
N 1.03 -2.05 0.28 0.7706
H 0.78 -1.55 7.44 0.3302
H -0.18 0.34 6.43 0.3334
H -1.30 -1.02 6.52 0.3629
H -2.18 0.59 4.48 0.5427
H -2.23 0.55 2.04 -0.1026
H 1.18 -2.03 4.31 0.6405
H 1.85 -3.60 3.15 0.6748
H 3.93 -5.79 1.12 0.4644
H 2.37 -6.39 1.65 0.2810
H 4.29 -5.10 3.21 0.3119
H 2.59 -4.79 -0.88 0.4831
H 1.36 -2.80 -1.61 1.3460
```

Summary:
- Total charge: +2
- Frontier orbital gap (spin up / spin down): 0.3272 / 0.3271 Ha